1.
# C24H76N12O14

A cluster of 14 separate species, C24H76N12O14 in total in a non-equilibrium geometry (ωB97M-V/def2-TZVPD, the OMol25 dataset).

```
! wB97M-V def2-TZVPD RIJCOSX def2/J DEFGRID3
* xyz 0 1
C 6.39400 -24.12000 -16.23900
O 5.47200 -24.59700 -15.34200
H 6.35600 -23.02800 -16.05300
H 6.05600 -24.41100 -17.20600
H 7.40100 -24.48100 -16.10000
H 4.59000 -24.21700 -15.50000
C 12.72200 -26.55400 -14.98600
O 11.59300 -25.76100 -14.73700
H 13.48500 -25.97000 -15.47800
H 12.52800 -27.44000 -15.53100
H 13.17100 -26.83100 -14.07400
H 11.08800 -26.27500 -14.14100
C 12.25200 -23.29100 -19.38700
O 12.52400 -24.10800 -20.49700
H 13.05800 -22.59200 -19.29100
H 12.15600 -23.92500 -18.50100
H 11.35600 -22.69700 -19.49300
H 11.81600 -24.68000 -20.49900
C 14.10000 -27.28600 -18.19700
O 13.94100 -28.51900 -17.57600
N 13.27800 -26.32700 -18.19100
N 15.19000 -26.99400 -18.82000
H 12.47200 -26.35400 -17.64000
H 13.49100 -25.45700 -18.66900
H 15.74200 -27.78900 -18.99600
H 15.23800 -26.18400 -19.49000
C 12.67700 -22.40600 -14.88100
O 13.73000 -21.53800 -14.94600
N 12.46100 -23.34800 -15.76300
N 11.89300 -22.58300 -13.83900
H 13.06700 -23.41800 -16.58900
H 11.99000 -24.19800 -15.42800
H 11.91000 -21.94600 -13.02600
H 11.07100 -23.19300 -13.82100
C 7.92200 -20.37700 -18.15500
O 7.96400 -21.59900 -17.43600
N 8.24700 -20.26400 -19.36600
N 7.68700 -19.21300 -17.61100
H 8.43200 -21.09600 -19.90800
H 8.39600 -19.36600 -19.86000
H 7.50300 -19.15000 -16.58900
H 7.82500 -18.23900 -18.02000
C 9.73600 -24.33700 -17.52000
O 10.37500 -25.51200 -17.26400
N 8.71100 -24.24200 -18.30300
N 10.10500 -23.24000 -17.01200
H 8.28800 -25.16600 -18.50900
H 8.10900 -23.45000 -18.35900
H 10.97600 -23.17500 -16.42900
H 9.50600 -22.41600 -17.10500
C 9.99500 -29.03100 -18.13000
O 9.24400 -30.17000 -18.29700
N 11.21300 -29.10400 -17.62000
N 9.60000 -27.82300 -18.31800
H 11.75400 -29.93400 -17.59500
H 11.82700 -28.28400 -17.64800
H 8.70100 -27.65900 -18.83800
H 9.94400 -26.99400 -17.77800
C 9.27800 -23.28000 -21.65400
O 8.65600 -22.14500 -21.17500
N 9.65600 -23.42200 -22.90400
N 9.52400 -24.32200 -20.88000
H 9.43900 -22.62500 -23.56100
H 10.41000 -24.05200 -23.17300
H 9.12200 -24.32500 -19.91300
H 10.06400 -25.11600 -21.23700
C 7.18900 -26.49200 -21.71400
C 6.77100 -27.09800 -20.37200
C 7.31700 -28.51700 -20.28000
O 7.08600 -26.44700 -19.39400
H 6.60800 -26.86400 -22.61500
H 8.17300 -26.76800 -21.98700
H 7.11400 -25.40800 -21.63500
H 5.71800 -27.20500 -20.30300
H 7.22800 -28.91400 -19.30300
H 8.39300 -28.63400 -20.51800
H 6.73800 -29.19000 -20.89700
H 6.52000 -25.68700 -19.29700
C 8.67100 -27.05800 -15.47200
C 8.25700 -26.86700 -14.05900
C 7.88300 -28.21800 -13.48000
O 9.08300 -26.29900 -13.32000
H 9.74400 -27.32300 -15.64900
H 8.27600 -26.27800 -16.16700
H 8.18800 -27.99000 -15.92500
H 7.34200 -26.22900 -14.02600
H 6.94700 -28.63800 -13.93700
H 7.73300 -28.17300 -12.40600
H 8.70300 -28.85900 -13.70100
H 9.21800 -25.37300 -13.63900
C 8.72400 -23.35100 -12.20200
C 8.39100 -23.20900 -13.67700
C 8.42200 -21.75000 -14.19600
O 9.27400 -23.78700 -14.35500
H 9.79700 -23.40300 -12.03000
H 8.39400 -24.24900 -11.75600
H 8.11400 -22.62900 -11.69800
H 7.40100 -23.67200 -13.79600
H 7.86200 -21.68300 -15.08500
H 9.44700 -21.49800 -14.42700
H 7.92000 -21.12400 -13.50500
H 9.20600 -23.59500 -15.30700
C 3.51700 -23.06000 -20.08100
C 4.74700 -23.95500 -20.07000
C 6.03900 -23.15900 -20.01000
O 4.75800 -24.79400 -19.16700
H 2.62900 -23.54900 -20.28700
H 3.55600 -22.36300 -20.97100
H 3.41500 -22.31300 -19.25500
H 4.82300 -24.53000 -21.02900
H 5.99000 -22.40300 -20.78700
H 6.89200 -23.80200 -20.07600
H 6.06000 -22.47700 -19.15200
H 4.02500 -25.36500 -19.30800
C 11.52800 -20.21200 -17.96300
C 11.04500 -19.38700 -16.79800
C 12.22900 -18.61300 -16.19700
O 10.22300 -18.53900 -17.17100
H 10.78900 -20.75600 -18.54500
H 12.23500 -20.93400 -17.65000
H 11.99000 -19.52700 -18.66600
H 10.68700 -20.02400 -16.05300
H 12.68800 -17.85800 -16.78200
H 12.99500 -19.30100 -15.81700
H 11.93700 -18.05600 -15.29200
H 9.39100 -19.01200 -17.38800
*
```

Calculated values
Orbital gap = 7.9 eV
HOMO energy = -7.984 eV
Energy above the lowest of the compared OMol25 structures with the same formula, charge and spin = 0.00 kcal/mol
M = 756.94 g mol⁻¹

Here are the Löwdin charges for atoms 1 to 6, given in e:
1. C -0.185
2. O -0.101
3. H 0.091
4. H 0.057
5. H 0.049
6. H 0.101

2.
# C24H76O14

A cluster of 14 separate species, C24H76O14 in total in a non-equilibrium geometry (ωB97M-V/def2-TZVPD, the OMol25 dataset).

```
! wB97M-V def2-TZVPD RIJCOSX def2/J DEFGRID3
* xyz 0 1
O -2.73965 -0.33277 3.18754
H -1.82750 -0.35900 2.84677
H -2.68251 -0.62497 4.10104
O -1.75466 3.10252 0.92017
H -2.24399 2.30281 1.15856
H -1.99022 3.74175 1.60107
O 0.62589 3.99052 -0.20655
H 0.21302 4.06299 -1.08940
H -0.10637 3.77152 0.39395
O 2.49473 3.30613 -2.46368
H 1.59844 3.64601 -2.57144
H 2.62031 3.23452 -1.51278
O 2.97938 3.10820 0.85178
H 3.24637 3.74361 1.52488
H 2.17543 3.49977 0.44686
O -3.97697 1.01323 1.10229
H -4.72062 0.41281 1.00409
H -3.55351 0.72460 1.93176
C -2.59148 3.69501 -3.89877
C -1.53598 3.12462 -2.98234
C -0.65360 2.09043 -3.66723
O -0.57945 4.17189 -2.61862
H -2.11750 4.07314 -4.80281
H -3.15535 4.48489 -3.39573
H -3.36265 2.95085 -4.09610
H -1.89818 2.76059 -2.02262
H -0.09700 2.44471 -4.53429
H -1.26047 1.22528 -3.95619
H 0.08278 1.62750 -3.00598
H -0.43684 4.82114 -3.31392
C 2.65555 -0.55331 -3.88967
C 3.84415 -1.21168 -3.21685
C 3.47736 -2.40520 -2.36139
O 4.77281 -1.59894 -4.27254
H 2.08975 0.13253 -3.25639
H 2.08481 -1.31571 -4.42412
H 2.97781 0.11893 -4.69114
H 4.49884 -0.51840 -2.68655
H 2.64329 -2.99642 -2.74503
H 3.15709 -2.02457 -1.38447
H 4.32562 -3.06853 -2.19472
H 4.57877 -2.49102 -4.57616
C -3.47418 -0.10603 -3.32611
C -4.73439 -0.93603 -3.51393
C -5.13421 -0.90148 -4.99346
O -4.58391 -2.29914 -3.13863
H -2.67917 -0.47464 -3.98273
H -3.11560 -0.00845 -2.30375
H -3.70748 0.88401 -3.72240
H -5.54875 -0.46933 -2.95742
H -5.32505 0.12385 -5.33581
H -6.04191 -1.46652 -5.19272
H -4.31567 -1.25863 -5.62416
H -3.71265 -2.60528 -3.40732
C -4.32978 -3.76929 0.00908
C -4.71978 -3.56101 1.47147
C -6.12937 -4.05650 1.72850
O -3.83721 -4.29862 2.31257
H -3.27023 -3.53105 -0.11043
H -4.94923 -3.22227 -0.70041
H -4.41838 -4.83305 -0.23474
H -4.64285 -2.48249 1.66426
H -6.26462 -5.04982 1.30000
H -6.81911 -3.39070 1.19887
H -6.40572 -4.04883 2.78048
H -3.01069 -3.80868 2.36999
C 7.64127 2.56902 -0.80036
C 6.15118 2.29026 -0.88277
C 5.71141 1.07747 -0.09097
O 5.48865 3.47777 -0.39766
H 7.84640 2.84073 0.23605
H 7.90438 3.43505 -1.40814
H 8.21114 1.72000 -1.17758
H 5.82954 2.20395 -1.92770
H 4.69405 0.80347 -0.37166
H 5.78629 1.20907 0.99126
H 6.39017 0.24415 -0.30001
H 4.71044 3.18983 0.10336
C 1.03805 2.19031 5.99925
C 1.75747 1.24418 5.05351
C 1.61703 -0.19973 5.46121
O 1.32514 1.43772 3.70515
H 1.32899 2.01097 7.03700
H -0.04663 2.06476 5.95232
H 1.27824 3.23198 5.78093
H 2.81402 1.52864 5.15454
H 0.56757 -0.50178 5.46810
H 2.04126 -0.31759 6.45943
H 2.16767 -0.87765 4.80874
H 1.84342 2.17573 3.36707
C -0.47552 -3.99128 4.62031
C 0.16864 -3.21315 3.49377
C 1.34664 -3.95177 2.83996
O -0.83116 -2.93417 2.51590
H -1.47875 -3.61706 4.81597
H 0.18147 -4.02765 5.49069
H -0.60118 -5.05079 4.36370
H 0.57335 -2.27615 3.89143
H 1.69057 -3.34472 2.00648
H 1.01066 -4.94991 2.55680
H 2.13673 -4.10745 3.57857
H -0.61090 -2.12174 2.04946
C -1.12219 -0.84267 -0.32999
C 0.11234 -0.52065 0.49490
C 1.01662 0.53224 -0.11092
O -0.32259 0.00001 1.78113
H -1.73234 0.05986 -0.41704
H -1.72167 -1.57709 0.21362
H -0.86748 -1.20310 -1.32473
H 0.69232 -1.43950 0.65249
H 1.99968 0.51454 0.36060
H 0.62880 1.55429 -0.06817
H 1.13050 0.42707 -1.19506
H 0.29056 0.72051 1.97461
*
```

Calculated values
Orbital gap = 9.7 eV
HOMO energy = -9.476 eV
Energy above the lowest of the compared OMol25 structures with the same formula, charge and spin = 16.65 kcal/mol
M = 588.86 g mol⁻¹

Here are the Löwdin charges for atoms 1 to 6, given in e:
1. O -0.055
2. H 0.013
3. H 0.057
4. O -0.040
5. H 0.020
6. H 0.066